(1)
C3H9N2S | ωB97M-V with the def2-TZVPD basis set

Last column: Mulliken charge in e.
Positions of all 15 atoms, in Å:
C: -0.4705 0.1391 -0.9016  -0.3163
C: -1.9821 0.2612 -0.7722  -0.8154
S: -2.8527 0.0439 -2.3198  -0.0826
N: 0.1889 0.7283 0.2637  -0.3967
C: 1.5240 0.2401 0.5284  -0.3556
N: 1.5734 -0.5936 1.7683  -0.6577
H: -0.1842 -0.9032 -1.0979  0.3001
H: -0.1401 0.6723 -1.7869  0.3135
H: -2.2540 1.2378 -0.3812  0.3667
H: -2.3196 -0.5476 -0.1179  0.3332
H: -0.3854 0.5289 1.0710  0.2469
H: 2.2615 1.0246 0.6565  0.3109
H: 1.8427 -0.3866 -0.3088  0.2849
H: 0.8039 -1.2577 1.7142  0.2291
H: 2.3943 -1.1874 1.6842  0.2389

Summary:
**Spin multiplicity**: 2
**Charge**: 0
**⟨S²⟩**: 0.7527
**Total energy**: -627.3325 hartree

(2)
C8H12 | ωB97M-V with the def2-TZVPD basis set

Last column: Mulliken charge in e.
Positions of all 20 atoms, in Å:
C: -0.0364 2.1473 0.1034  -1.1627
C: 0.4803 0.8398 0.1885  -0.1706
C: 1.8028 0.4277 -0.0286  -0.2861
C: 1.9017 -0.9954 -0.1426  -0.6932
C: 0.6510 -1.5065 -0.2588  -0.5225
C: -0.3838 -0.3973 0.0399  1.5934
C: -0.9811 -0.6976 1.3979  -1.1687
C: -1.5165 -0.3231 -1.1883  -1.3951
H: -1.0381 2.5903 0.0226  0.2981
H: 0.5450 3.1235 -0.1528  0.2288
H: 1.8367 0.9784 -1.0387  0.1807
H: 2.4603 0.7718 0.7041  0.3455
H: 2.8783 -1.3923 -0.1469  0.5187
H: 0.2501 -2.5613 -0.4653  0.2938
H: -0.2708 -0.2261 2.1947  0.3222
H: -1.3765 -1.8348 1.5668  0.2555
H: -1.9638 -0.0731 1.4603  0.2793
H: -1.8907 -1.2856 -1.2393  0.5198
H: -2.3666 0.3732 -0.8370  0.2916
H: -0.9820 0.0409 -2.1800  0.2715

Summary:
**Charge**: 0
**SMILES string**: C=C1CC=CC1(C)C
**Total energy**: -311.8829 hartree

(3)
CH23O14 | ωB97M-V with the def2-TZVPD basis set

Last column: Mulliken charge in e.
Positions of all 38 atoms, in Å:
C: 0.4191 -0.5095 0.9085  0.6561
O: -0.3494 0.3358 1.3473  -1.0198
O: 1.7031 -0.3760 1.2772  -0.5391
O: 0.0643 -1.3689 0.1091  -0.4896
H: 1.7628 0.3241 1.9155  0.3395
O: -2.3692 -0.4959 -0.9985  -0.6395
H: -1.5819 -0.9463 -0.6430  0.2926
H: -3.0933 -0.7228 -0.4379  0.2904
O: -2.3455 -1.3082 2.3381  -0.7181
H: -1.6361 -0.8708 1.8578  0.2527
H: -2.4993 -2.1358 1.9643  0.3084
O: 2.5073 2.1517 2.1197  -0.6265
H: 3.1597 2.8135 1.9914  0.2887
H: 1.8915 2.3774 1.4989  0.4183
O: -2.4551 1.7408 1.5519  -0.6977
H: -3.2321 1.5228 2.0850  0.2863
H: -1.8560 1.0104 1.5988  0.5455
O: 0.5481 0.6415 -1.8979  -0.7516
H: -0.3164 1.0434 -1.9369  0.4393
H: 0.3961 -0.1251 -1.3962  0.1672
O: -0.9413 -3.8883 -0.5964  -0.6486
H: -0.4687 -4.5247 -1.1921  0.3116
H: -0.3278 -3.4152 -0.0874  0.3185
O: -1.5255 2.1411 -1.3319  -0.8131
H: -0.8057 2.5319 -0.7806  0.5503
H: -1.9557 1.5028 -0.7401  0.3076
O: -0.0138 -2.0466 -2.7790  -0.6714
H: -0.6447 -2.4920 -2.1789  0.3157
H: 0.7786 -1.9454 -2.2379  0.4654
O: 0.4244 2.6763 0.3973  -0.7732
H: 0.0279 3.4316 0.8096  0.3180
H: 0.0689 1.9621 0.9115  0.4328
O: 3.0367 1.2106 -0.9553  -0.7823
H: 2.0638 1.2210 -1.1980  0.5106
H: 2.9290 0.6905 -0.1577  0.4023
O: 2.2858 -1.6635 -1.2689  -0.8040
H: 1.6885 -1.7108 -0.5605  0.3075
H: 2.6618 -0.7836 -1.3066  0.4489

Summary:
**Charge**: -1
**Total energy**: -1105.4118 hartree

(4)
C30H56O18S6 | ωB97M-V with the def2-TZVPD basis set

Last column: Mulliken charge in e.
Positions of all 110 atoms, in Å:
O: -9.0820 -19.2275 16.9352  -0.6974
S: -7.8368 -18.4874 16.9270  1.0813
O: -7.7869 -17.2344 16.2067  -0.6506
C: -7.2909 -18.4036 18.5932  -0.3512
C: -6.8082 -19.8417 18.8822  -0.7112
C: -6.1234 -20.4066 17.5941  0.4098
C: -6.6223 -19.6654 16.3467  -0.4113
H: -8.0737 -17.9949 19.2391  0.5700
H: -6.4267 -17.7394 18.5315  -0.0322
H: -6.0599 -19.7467 19.7000  0.2033
H: -7.5739 -20.5116 19.1979  0.4029
H: -6.1873 -21.5178 17.4618  0.4771
H: -5.0374 -20.1713 17.5642  -0.7134
H: -7.1638 -20.2817 15.6164  0.5530
H: -5.8540 -19.1329 15.7979  -0.0522
O: -1.4495 -12.8730 20.6296  -0.6392
S: -2.0289 -12.2982 19.3979  1.2082
O: -1.1302 -11.6569 18.5020  -0.6861
C: -3.0327 -13.5004 18.3948  0.4137
C: -4.3812 -12.7441 18.3644  -0.6102
C: -4.6527 -12.0555 19.6610  -0.6542
C: -3.3839 -11.2006 19.8253  -0.7545
H: -3.1320 -14.4789 18.8587  0.0042
H: -2.6725 -13.5905 17.4104  -0.2072
H: -4.3304 -12.0409 17.5190  0.2279
H: -5.2424 -13.3142 18.1281  0.4218
H: -4.7518 -12.6951 20.5599  0.2701
H: -5.6169 -11.5034 19.5962  0.3439
H: -3.1919 -10.8776 20.8839  0.4049
H: -3.2730 -10.3130 19.1636  0.3453
O: 2.6060 -19.6909 12.1629  -0.7291
S: 1.5349 -18.7470 12.4452  1.0423
O: 0.7892 -18.1673 11.3486  -0.5833
C: 0.3445 -19.5583 13.4756  -0.9645
C: -0.2360 -18.4041 14.3572  1.5022
C: 0.6091 -17.1295 14.2257  -0.6263
C: 2.0181 -17.4607 13.5821  -0.8743
H: 0.9094 -20.2970 14.0609  0.3693
H: -0.3674 -20.0886 12.8384  0.5471
H: -1.2472 -18.2024 13.9771  0.1398
H: -0.3200 -18.7166 15.4262  -1.2761
H: 0.8882 -16.8939 15.2664  0.5226
H: 0.1927 -16.2434 13.8138  -0.0584
H: 2.7414 -17.9319 14.2633  0.3871
H: 2.5097 -16.6501 13.0636  0.4664
O: -1.8235 -14.9096 11.9191  -0.5559
S: -2.7658 -15.5999 11.0471  1.1344
O: -4.1344 -15.4923 11.4543  -0.7785
C: -2.6431 -15.0300 9.3860  -0.7249
C: -1.7255 -16.0714 8.7828  -0.6180
C: -2.0455 -17.4495 9.3783  -0.7557
C: -2.2332 -17.2532 10.8230  0.1706
H: -2.1541 -14.0453 9.4441  0.3228
H: -3.6336 -14.9084 8.9359  0.3293
H: -1.7171 -16.1422 7.7182  0.4587
H: -0.6934 -15.7143 9.0137  0.2246
H: -1.2758 -18.1603 9.1695  0.3734
H: -3.0283 -17.7880 8.9149  0.2663
H: -1.2075 -17.3300 11.2465  -0.4013
H: -2.8666 -17.9171 11.3758  0.5847
O: -2.4530 -19.6807 21.8530  -0.7484
S: -2.8814 -18.3594 21.4805  1.0114
O: -3.8978 -18.3335 20.4283  -0.4834
C: -3.6537 -17.5178 22.9656  -0.7802
C: -2.5428 -16.5249 23.3144  -0.7404
C: -1.8844 -16.0607 21.9606  -0.3337
C: -1.5330 -17.3279 21.1905  -0.3319
H: -3.8482 -18.3084 23.6626  0.4522
H: -4.6741 -17.1598 22.5869  0.2522
H: -2.9534 -15.6498 23.8996  0.3422
H: -1.8471 -17.0459 23.9415  0.3398
H: -1.0376 -15.4044 22.1103  0.4427
H: -2.6266 -15.5267 21.3667  -0.0376
H: -0.6906 -17.8098 21.6703  0.3447
H: -1.4539 -17.1437 20.1184  0.2662
O: 0.6982 -20.0164 17.3432  -0.7225
S: -0.4980 -19.7320 18.1303  1.0357
O: -0.6410 -18.3977 18.5627  -0.5885
C: -1.8012 -20.3743 17.0141  1.2124
C: -1.7056 -21.8756 17.1180  -0.9629
C: -0.8910 -22.2781 18.3741  -0.5976
C: -0.7976 -21.0535 19.2750  -0.5853
H: -1.5507 -20.0522 15.9945  -0.1096
H: -2.7765 -19.9510 17.3223  -0.7132
H: -2.6548 -22.3739 17.1717  0.4133
H: -1.2256 -22.2899 16.2288  0.2388
H: 0.1221 -22.5509 18.0624  0.2814
H: -1.4378 -23.0881 18.9211  0.3599
H: 0.1269 -21.0967 19.8828  0.5306
H: -1.6550 -20.7708 19.8683  0.2391
O: -2.8396 -12.0679 15.2223  -0.4877
C: -1.7672 -12.1298 14.7424  0.6665
O: -1.4132 -11.3188 13.6645  -0.4219
C: -0.1758 -11.7652 13.1527  -0.2927
C: 0.3817 -12.7281 14.2200  -0.1629
O: -0.7756 -13.0273 15.0046  -0.1938
H: -0.3522 -12.2726 12.1952  0.1828
H: 0.4568 -10.8586 13.0757  0.3027
H: 1.0846 -12.1803 14.8173  0.3420
H: 0.8059 -13.6232 13.7894  0.0629
O: -4.1139 -17.7966 17.3936  -0.2097
C: -3.9963 -17.0014 16.5018  0.1268
O: -3.4472 -17.3505 15.3202  -0.2945
C: -3.3989 -16.2208 14.5056  0.6098
C: -4.3404 -15.2053 15.2229  -0.3931
O: -4.4238 -15.7351 16.5538  -0.2234
H: -2.3534 -15.9099 14.4907  -0.0085
H: -3.8864 -16.3907 13.5127  -0.0664
H: -5.3104 -15.2955 14.7789  0.3757
H: -3.9251 -14.1879 15.0787  -0.0034

Summary:
**Charge**: 0
**SMILES string**: O=S1(=O)CCCC1.O=S1(=O)CCCC1.O=S1(=O)CCCC1.O=S1(=O)CCCC1.O=S1(=O)CCCC1.O=S1(=O)CCCC1.O=C1OCCO1.O=C1OCCO1
**Total energy**: -4920.0528 hartree

(5)
C3H6N4 | ωB97M-V with the def2-TZVPD basis set

Last column: Mulliken charge in e.
Positions of all 13 atoms, in Å:
H: -0.7475 2.0619 -0.8725  0.2855
N: -0.0928 2.2941 -0.1338  -0.6333
C: 0.4160 1.3201 0.4779  0.0240
N: 0.1723 -0.0183 0.1600  -0.0406
C: -0.9288 -0.5075 -0.6195  -0.0482
N: -2.1335 -0.0685 -0.7435  -0.6100
H: -2.1967 0.6925 -0.0923  0.2783
C: 1.2814 -0.8500 0.3711  0.0875
N: 1.3923 -2.1591 0.5018  -0.5982
H: 0.4765 -2.6293 0.1792  0.2126
H: 0.9889 1.4806 1.3819  0.3969
H: -0.7326 -1.4083 -1.1748  0.3626
H: 2.2318 -0.3114 0.7096  0.2829

Summary:
**Charge**: 0
**SMILES string**: [H]/N=C\N(/C=N\[H])/C=N\[H]
**Total energy**: -336.8785 hartree

(6)
C37H21CaN10O2 | ωB97M-V with the def2-TZVPD basis set

Last column: Mulliken charge in e.
Positions of all 71 atoms, in Å:
Ca: 0.0014 0.0027 0.5880  2.4166
C: -0.9064 6.4792 -1.5033  -0.5885
C: 0.4887 6.4831 -1.6400  -0.5670
C: 1.2266 5.3224 -1.4792  -0.1430
C: 0.5409 4.1569 -1.1639  0.1947
C: 0.9729 2.7766 -0.9458  -0.3248
N: 2.2308 2.3877 -1.1115  -0.5680
C: 2.6257 1.1229 -1.1127  -0.3945
C: 3.9777 0.7213 -1.5103  0.3207
C: 5.1081 1.4426 -1.8681  -0.1723
C: 6.2416 0.7312 -2.2258  -0.5555
C: 6.2421 -0.6695 -2.2394  -0.5923
C: 5.1088 -1.3883 -1.8957  -0.0952
C: 3.9783 -0.6744 -1.5242  0.3311
C: 2.6266 -1.0836 -1.1344  -0.4481
N: 2.2335 -2.3495 -1.1591  -0.5681
C: 0.9776 -2.7436 -0.9971  -0.3418
N: -0.1074 -1.9865 -0.6831  -0.2272
C: -1.2189 -2.7484 -0.7794  -0.3402
N: -2.4891 -2.3600 -0.6820  -0.5807
C: -2.8630 -1.0937 -0.5952  -0.2722
N: -2.0799 0.0066 -0.5389  -0.2357
C: -2.8646 1.1097 -0.5751  -0.2404
N: -2.4931 2.3762 -0.6428  -0.5847
C: -1.2238 2.7710 -0.7318  -0.3802
N: -0.1087 2.0107 -0.6494  -0.2248
C: -0.8502 4.1533 -1.0284  0.3104
C: -1.5918 5.3139 -1.2033  -0.1216
C: -4.2770 0.7047 -0.6077  0.2331
C: -5.4611 1.4229 -0.6417  -0.1311
C: -6.6485 0.7068 -0.6789  -0.5832
C: -6.6479 -0.6920 -0.6921  -0.5965
C: -5.4598 -1.4075 -0.6682  -0.0721
C: -4.2762 -0.6890 -0.6207  0.1626
C: -0.8404 -4.1241 -1.1037  0.2753
C: -1.5787 -5.2831 -1.3013  -0.1537
C: -0.8900 -6.4401 -1.6257  -0.5739
C: 0.5048 -6.4369 -1.7642  -0.5917
C: 1.2394 -5.2773 -1.5812  -0.1219
C: 0.5501 -4.1210 -1.2415  0.2679
N: 1.8849 0.0169 -0.8609  -0.1230
H: -1.4517 7.4053 -1.6382  0.3814
H: 0.9918 7.4122 -1.8784  0.3763
H: 2.3031 5.3106 -1.5915  0.5303
H: 5.0926 2.5248 -1.8626  0.5254
H: 7.1446 1.2615 -2.5028  0.3704
H: 7.1454 -1.1938 -2.5267  0.3753
H: 5.0937 -2.4704 -1.9110  0.5258
H: -2.6695 5.2952 -1.1043  0.5411
H: -5.4473 2.5050 -0.6345  0.5348
H: -7.5946 1.2340 -0.6979  0.3728
H: -7.5935 -1.2196 -0.7212  0.3795
H: -5.4452 -2.4896 -0.6819  0.5345
H: -2.6563 -5.2698 -1.2010  0.5361
H: -1.4327 -7.3649 -1.7787  0.3865
H: 1.0104 -7.3595 -2.0221  0.3760
H: 2.3156 -5.2594 -1.6948  0.5333
C: 2.3326 -0.2315 6.0493  -0.9132
N: 1.1757 -0.1185 5.1831  0.1292
C: -0.0892 -0.0007 5.6794  0.3304
C: -1.1599 0.1034 4.8792  -1.2223
C: -0.9406 0.0891 3.4392  0.6267
O: -1.8792 0.1829 2.6280  -0.6253
N: 0.3340 -0.0311 2.9738  -0.3566
C: 1.4088 -0.1370 3.7923  -0.0772
O: 2.5656 -0.2471 3.4053  -0.7294
H: 1.9975 -0.1989 7.0849  0.2816
H: 3.0307 0.5838 5.8631  0.2886
H: 2.8601 -1.1664 5.8631  0.2872
H: -0.1647 0.0027 6.7601  0.2833
H: -2.1617 0.1971 5.2663  0.4192

Summary:
**Charge**: -1
**Total energy**: -2798.6044 hartree